(1)
ORCA calculation (ωB97M-V/def2-TZVPD) on C56H49FeO3P2SSe as an isolated structure at a distorted geometry.

Atoms and positions in Å:
1 Fe -2.353 -0.740 0.493
2 O -1.521 0.672 1.636
3 S -0.018 0.816 1.349
4 C 0.765 -0.273 2.569
5 C 0.433 -0.024 3.937
6 C 1.074 -0.628 5.060
7 C 2.056 -1.532 4.745
8 C 2.963 -2.290 5.601
9 C 3.403 -3.531 4.709
10 C 3.096 -3.037 3.349
11 C 3.437 -3.574 2.148
12 C 2.933 -3.021 0.997
13 C 2.131 -1.875 1.027
14 P 1.596 -1.081 -0.564
15 C 1.825 -2.519 -1.687
16 C 2.775 -2.650 -2.701
17 C 2.745 -3.810 -3.505
18 C 1.818 -4.823 -3.297
19 C 0.855 -4.697 -2.301
20 C 0.954 -3.560 -1.441
21 C 3.148 -0.042 -0.664
22 C 3.017 1.277 -0.325
23 C 4.280 2.001 -0.133
24 C 5.494 1.329 -0.136
25 C 5.543 -0.009 -0.422
26 C 4.400 -0.718 -0.688
27 C 1.713 -1.303 2.253
28 C 2.244 -1.951 3.390
29 C 0.341 2.473 1.832
30 C 1.353 2.648 2.752
31 C 1.803 3.940 3.200
32 C 1.190 5.011 2.634
33 C 1.483 6.547 2.692
34 C 0.140 7.205 2.137
35 C -0.608 6.051 1.544
36 C -1.544 6.112 0.553
37 C -1.795 4.913 -0.211
38 C -1.268 3.631 0.091
39 P -1.707 2.279 -1.022
40 C -0.479 2.377 -2.339
41 C 0.491 3.390 -2.441
42 C 1.240 3.443 -3.573
43 C 1.210 2.430 -4.576
44 C 0.378 1.363 -4.404
45 C -0.498 1.306 -3.266
46 C -3.280 2.786 -1.800
47 C -3.559 2.474 -3.137
48 C -4.874 2.531 -3.589
49 C -5.905 2.758 -2.725
50 C -5.659 3.078 -1.440
51 C -4.351 3.042 -0.941
52 C -0.342 3.586 1.161
53 C 0.066 4.823 1.752
54 H -0.376 0.705 4.071
55 H 0.773 -0.322 6.064
56 H 3.906 -1.712 5.756
57 H 2.500 -2.476 6.630
58 H 4.479 -3.780 4.775
59 H 2.791 -4.472 4.846
60 H 4.032 -4.501 2.122
61 H 3.263 -3.503 0.095
62 H 3.457 -1.815 -2.898
63 H 3.386 -3.891 -4.393
64 H 1.719 -5.698 -3.932
65 H 0.247 -5.511 -2.042
66 H 0.318 -3.593 -0.539
67 H 2.000 1.851 -0.493
68 H 4.218 3.066 0.082
69 H 6.423 1.827 0.075
70 H 6.502 -0.456 -0.559
71 H 4.467 -1.744 -0.806
72 H 1.839 1.709 3.108
73 H 2.769 4.028 3.779
74 H 1.935 6.857 3.638
75 H 2.181 6.532 1.828
76 H -0.393 7.598 3.006
77 H 0.283 7.970 1.425
78 H -2.096 7.026 0.320
79 H -2.418 4.965 -1.131
80 H 0.500 4.208 -1.726
81 H 1.785 4.353 -3.874
82 H 1.734 2.638 -5.457
83 H 0.386 0.509 -5.076
84 H -1.213 0.562 -3.150
85 H -2.765 2.373 -3.810
86 H -5.096 2.380 -4.656
87 H -6.983 2.700 -2.942
88 H -6.454 3.335 -0.714
89 H -4.089 3.177 0.146
90 C -2.210 -2.166 -2.503
91 O -1.633 -1.345 -1.470
92 H -1.661 -2.193 -3.461
93 H -3.276 -1.735 -2.613
94 H -2.237 -3.268 -2.158
95 H -0.671 -1.513 -1.246
96 C -5.574 -1.353 -0.097
97 O -4.291 -0.717 -0.444
98 H -5.285 -2.209 0.521
99 H -5.922 -1.820 -0.999
100 H -6.273 -0.783 0.374
101 H -4.388 -0.064 -1.113
102 Se -1.840 -2.705 1.749
103 C -2.142 -4.284 0.601
104 C -1.186 -5.262 0.789
105 C -1.304 -6.582 0.313
106 C -2.348 -6.827 -0.557
107 C -3.313 -5.832 -0.797
108 C -3.237 -4.558 -0.270
109 H -0.387 -5.056 1.517
110 H -0.678 -7.439 0.629
111 H -2.531 -7.852 -0.764
112 H -4.170 -6.017 -1.458
113 H -4.088 -3.919 -0.399

The calculated total energy is -194148.2506 eV. Its spin multiplicity is 5. The calculation puts the max |F| at 4.4 eV/A. Its energy above the lowest of the compared OMol25 structures with the same formula, charge and spin is 116.1 kJ/mol. Its total charge is +1. As for the HOMO-LUMO gap (spin up / spin down): 7.3 / 7.4 eV.

***

(2)
ORCA calculation (ωB97M-V/def2-TZVPD) on an isolated ion of composition C4H7N2O and charge +1 at a distorted geometry.

Atoms and positions in Å:
1 C 1.078 0.940 0.671
2 C 0.209 -2.008 -0.060
3 C -1.139 0.067 -0.008
4 C -0.641 -1.090 -0.769
5 N -0.196 0.727 0.972
6 N 1.566 0.393 -0.371
7 O 0.443 -1.907 1.110
8 H 1.482 1.607 1.544
9 H 0.915 -2.733 -0.769
10 H -1.457 1.010 -0.571
11 H -2.101 -0.346 0.379
12 H -0.639 -1.064 -1.840
13 H -0.627 1.035 1.810
14 H 2.509 0.079 -0.470

The calculated total energy is -9277.5147 eV. The calculation puts the max |F| at 4.6 eV/A. Its energy above the lowest of the compared OMol25 structures with the same formula, charge and spin is 509.0 kJ/mol. Its total charge is +1. As for the HOMO-LUMO gap (spin up / spin down): 7.5 / 6.2 eV.

***

(3)
ORCA calculation (ωB97M-V/def2-TZVPD) on a 7-piece molecular cluster, C8H27F3N2O7 overall at a distorted geometry.

Atoms and positions in Å:
1 N 0.938 3.277 -1.563
2 H 0.702 3.915 -2.310
3 H 0.378 3.374 -0.727
4 H 1.845 3.547 -1.210
5 H 0.978 2.285 -1.747
6 N 0.638 -0.420 -0.028
7 H 0.676 -1.415 0.138
8 H -0.186 0.097 0.246
9 H 1.040 -0.076 -0.888
10 H 1.382 -0.210 0.622
11 O 1.665 0.850 -2.197
12 H 1.901 1.171 -3.090
13 C -1.619 2.144 0.659
14 O -1.773 0.718 0.464
15 O -0.291 2.431 1.045
16 C -2.336 2.944 -0.480
17 F -1.695 2.722 -1.642
18 F -3.602 2.786 -0.542
19 F -2.169 4.226 -0.234
20 C -3.039 0.128 0.504
21 C -2.816 -1.453 0.518
22 H -2.180 -1.905 -0.243
23 H -2.418 -1.844 1.454
24 H -3.765 -1.964 0.355
25 H -3.593 0.429 -0.385
26 H -3.565 0.416 1.415
27 H -2.262 2.280 1.528
28 O 3.058 0.353 1.236
29 C 3.294 -0.469 2.380
30 C 2.410 -0.233 3.679
31 O 2.298 1.034 4.270
32 H 4.358 -0.386 2.600
33 H 3.151 -1.507 2.082
34 H 2.751 -1.038 4.329
35 H 1.420 -0.598 3.403
36 C 0.297 -3.425 1.625
37 O 0.468 -3.191 0.261
38 H -0.585 -4.055 1.742
39 H 1.146 -4.050 1.900
40 H 0.312 -2.514 2.223
41 H 0.498 -4.021 -0.220
42 C -0.016 -1.303 -4.137
43 O -0.439 -0.440 -3.110
44 H 0.102 -2.294 -3.699
45 H -0.637 -1.324 -5.032
46 H 0.996 -1.053 -4.457
47 H 0.289 0.065 -2.739

The calculated total energy is -34191.6482 eV. The calculation puts the max |F| at 5.0 eV/A. Its energy above the lowest of the compared OMol25 structures with the same formula, charge and spin is 0.0 kJ/mol. Its total charge is -2. As for the HOMO-LUMO gap: 2.7 eV.

***

(4)
ORCA calculation (ωB97M-V/def2-TZVPD) on C19H27BCl8F2LiMg2NO14S as an isolated structure at a distorted geometry.

Atoms and positions in Å:
1 C 1.300 -0.788 -1.679
2 C 0.784 0.227 -2.728
3 N -0.684 0.336 -2.774
4 C -1.400 -0.896 -2.843
5 O -1.083 -1.878 -3.434
6 C -2.637 -0.630 -2.056
7 C -3.678 -1.482 -1.736
8 F -3.579 -2.732 -2.153
9 C -4.770 -1.020 -1.017
10 C -5.960 -1.901 -0.646
11 O -5.687 -3.274 -0.648
12 O -4.801 -3.542 0.425
13 C -4.777 0.327 -0.642
14 O -5.843 0.814 0.038
15 B -6.915 1.147 -0.806
16 O -8.197 1.051 -0.331
17 O -6.667 1.555 -2.109
18 C -3.715 1.188 -0.932
19 S -3.654 2.884 -0.428
20 O -2.462 3.056 0.333
21 O -4.857 3.296 0.183
22 F -3.484 3.659 -1.754
23 C -2.639 0.687 -1.648
24 C -1.399 1.371 -2.130
25 O -1.019 2.525 -2.072
26 H 1.032 -1.807 -1.946
27 H 0.956 -0.576 -0.661
28 H 2.400 -0.723 -1.665
29 H 1.113 -0.169 -3.690
30 H 1.290 1.213 -2.621
31 H -6.287 -1.620 0.360
32 H -6.752 -1.685 -1.364
33 H -3.952 -3.740 0.004
34 H -8.653 0.357 -0.820
35 H -7.029 0.883 -2.700
36 Li 4.076 -0.498 -1.563
37 Cl 4.911 -2.771 -0.956
38 Mg 0.674 1.853 -0.947
39 Cl 6.542 -4.995 0.797
40 C 6.177 -5.110 2.541
41 C 4.800 -4.598 2.872
42 Cl 4.659 -2.827 2.659
43 H 6.948 -4.565 3.079
44 H 6.249 -6.162 2.810
45 H 4.572 -4.808 3.915
46 H 4.041 -5.070 2.252
47 O -0.409 5.699 0.045
48 H -1.006 4.937 -0.040
49 C -6.522 -4.537 3.801
50 O -6.051 -3.414 3.056
51 H -6.648 -4.226 4.834
52 H -7.483 -4.881 3.413
53 H -5.799 -5.355 3.761
54 H -5.940 -3.693 2.143
55 C 8.179 5.147 0.208
56 C 7.717 3.724 0.425
57 O 7.520 3.031 -0.825
58 C 8.637 2.607 -1.422
59 O 9.755 2.738 -1.011
60 O 8.291 2.021 -2.575
61 C 9.410 1.597 -3.369
62 H 7.495 5.674 -0.458
63 H 8.229 5.680 1.157
64 H 9.165 5.173 -0.252
65 H 6.747 3.722 0.920
66 H 8.409 3.169 1.058
67 H 10.085 0.971 -2.791
68 H 9.939 2.463 -3.760
69 H 9.009 1.020 -4.198
70 C -5.184 2.206 3.987
71 Cl -4.390 0.653 3.732
72 Cl -6.453 2.430 2.805
73 Cl -5.928 2.221 5.672
74 Cl -4.013 3.505 3.873
75 Cl 3.554 -4.517 -1.085
76 Mg -6.263 1.672 8.130

The calculated total energy is -178492.4837 eV. The calculation puts the max |F| at 3.0 eV/A. Its total charge is +2. As for the HOMO-LUMO gap: 1.3 eV.